one | Below is a single C4H5N3S molecule, with properties calculated with ωB97M-V/def2-TZVPD.

The geometry in ORCA input format:
```
! wB97M-V def2-TZVPD RIJCOSX def2/J DEFGRID3
* xyz 0 1
C 2.102 -1.223 -0.222
N 1.774 -0.035 0.068
N 0.476 0.239 0.372
C -0.043 1.482 0.060
C -1.363 1.390 -0.160
C -1.745 0.001 -0.029
S -3.234 -0.720 0.002
N -0.556 -0.679 0.159
H 1.410 -2.041 -0.270
H 3.152 -1.405 -0.428
H 0.648 2.299 0.020
H -2.060 2.189 -0.371
H -0.562 -1.497 0.799
*
```

Lowest unoccupied orbital energy: -0.03 eV
Gap between HOMO and LUMO: 8.085 eV
HOMO level: -8.1 eV
SMILES: C=Nn1ccc(=S)[nH]1

Per-atom Mulliken charges, elementary charge units:
1 C -0.278
2 N -0.629
3 N 0.599
4 C -0.300
5 C -0.550
6 C 0.219
7 S -0.354
8 N -0.399
9 H 0.298
10 H 0.259
11 H 0.443
12 H 0.387
13 H 0.305

=====

two | Below is a single C4H5N3S molecule, with properties calculated with ωB97M-V/def2-TZVPD.

The geometry in ORCA input format:
```
! wB97M-V def2-TZVPD RIJCOSX def2/J DEFGRID3
* xyz 0 1
C 1.646 0.261 -1.241
C 0.288 0.064 -0.640
N -0.177 -1.096 -0.538
C -1.412 -1.318 0.065
N -1.873 -0.908 1.186
N -1.144 -0.116 2.011
C -0.623 0.971 1.599
S -0.591 1.539 -0.107
H 2.058 -0.693 -1.624
H 2.345 0.604 -0.469
H 1.629 1.036 -2.044
H -2.027 -2.009 -0.493
H -0.119 1.665 2.294
*
```

Lowest unoccupied orbital energy: 0.39 eV
Gap between HOMO and LUMO: 9.802 eV
HOMO level: -9.4 eV
SMILES: CC1=NC=NN=CS1

Per-atom Mulliken charges, elementary charge units:
1 C -0.967
2 C 0.622
3 N -0.513
4 C 0.101
5 N -0.349
6 N -0.315
7 C -0.047
8 S -0.181
9 H 0.309
10 H 0.258
11 H 0.294
12 H 0.378
13 H 0.411

=====

three | Below is a single C4H5N3S molecule, with properties calculated with ωB97M-V/def2-TZVPD.

The geometry in ORCA input format:
```
! wB97M-V def2-TZVPD RIJCOSX def2/J DEFGRID3
* xyz 0 1
C 3.157 -0.702 0.007
N 2.588 0.640 -0.006
C 1.339 0.779 0.001
N 0.400 -0.263 -0.004
C -0.959 -0.157 0.005
S -1.989 -1.421 -0.002
C -1.466 1.210 0.001
N -1.875 2.281 0.003
H 4.253 -0.640 0.007
H 2.859 -1.267 0.903
H 2.880 -1.255 -0.896
H 0.867 1.752 -0.021
H 0.754 -1.237 -0.004
*
```

Lowest unoccupied orbital energy: -1.20 eV
Gap between HOMO and LUMO: 8.510 eV
HOMO level: -9.7 eV
SMILES: C/N=C\NC(=S)C#N

Per-atom Mulliken charges, elementary charge units:
1 C -0.912
2 N -0.470
3 C 0.133
4 N -0.181
5 C 0.447
6 S -0.250
7 C 0.016
8 N -0.311
9 H 0.251
10 H 0.328
11 H 0.341
12 H 0.349
13 H 0.259

=====

Quick one: least stable of them? one

=====

one | Below is a single C4H5N3S molecule, with properties calculated with ωB97M-V/def2-TZVPD.

The geometry in ORCA input format:
```
! wB97M-V def2-TZVPD RIJCOSX def2/J DEFGRID3
* xyz 0 1
N 2.370 -1.939 -0.679
C 1.780 -1.167 -0.048
C 1.184 -0.101 0.781
C 0.749 1.100 -0.071
N -0.178 0.308 0.653
C -1.121 -0.502 0.099
N -1.998 0.251 -0.603
S -1.276 -2.131 0.324
H 1.572 0.013 1.773
H 0.827 1.026 -1.167
H 0.891 2.061 0.386
H -2.822 -0.206 -0.939
H -1.978 1.287 -0.508
*
```

Lowest unoccupied orbital energy: 0.47 eV
Gap between HOMO and LUMO: 9.188 eV
HOMO level: -8.7 eV
SMILES: N#C[C@H]1CN1C(N)=S

Per-atom Mulliken charges, elementary charge units:
1 N -0.418
2 C 0.096
3 C -0.064
4 C -0.473
5 N -0.174
6 C 0.314
7 N -0.357
8 S -0.328
9 H 0.376
10 H 0.291
11 H 0.272
12 H 0.228
13 H 0.236

=====

two | Below is a molecular structure, C4H5N3S, with properties calculated with ωB97M-V/def2-TZVPD.

The geometry in ORCA input format:
```
! wB97M-V def2-TZVPD RIJCOSX def2/J DEFGRID3
* xyz 0 1
C -1.169 0.094 0.183
C 1.536 0.636 1.200
C 0.921 0.085 0.249
C 1.241 -0.425 -1.105
N -1.732 -0.788 0.999
N -1.900 0.697 -0.696
N -2.974 -0.823 0.791
S -3.462 0.132 -0.478
H 2.593 0.868 1.056
H 1.089 1.194 2.022
H 0.310 -0.136 -1.654
H 2.164 -0.033 -1.447
H 1.384 -1.502 -1.119
*
```

Lowest unoccupied orbital energy: 0.01 eV
Gap between HOMO and LUMO: 10.215 eV
HOMO level: -10.2 eV

Per-atom Mulliken charges, elementary charge units:
1 C 0.339
2 C -0.673
3 C 0.484
4 C -1.024
5 N -0.213
6 N -0.416
7 N -0.226
8 S 0.230
9 H 0.280
10 H 0.287
11 H 0.311
12 H 0.369
13 H 0.252

=====

Quick one: least stable of them? two

=====

one | Below is a single C5H8N4 molecule, with properties calculated with ωB97M-V/def2-TZVPD.

The geometry in ORCA input format:
```
! wB97M-V def2-TZVPD RIJCOSX def2/J DEFGRID3
* xyz 0 1
H -2.895 -1.025 -0.711
N -1.919 -1.117 -0.501
C -1.448 -0.047 -0.115
N -2.093 1.200 -0.102
C -0.049 0.011 0.329
C 0.498 -1.223 1.112
C 0.950 -0.986 -0.349
C 2.114 -0.142 -0.695
N 1.934 1.046 -0.230
N 0.730 1.138 0.430
H -2.049 1.645 0.781
H -3.075 1.113 -0.303
H 1.243 -0.947 1.883
H -0.207 -2.016 1.308
H 0.616 -1.826 -1.014
H 3.055 -0.579 -1.214
H 0.359 2.080 0.399
*
```

Lowest unoccupied orbital energy: 0.80 eV
Gap between HOMO and LUMO: 9.088 eV
HOMO level: -8.3 eV
SMILES: [H]/N=C(\N)[C@@]12C[C@@H]1C=NN2

Per-atom Mulliken charges, elementary charge units:
1 H 0.229
2 N -0.579
3 C 0.208
4 N -0.567
5 C 0.704
6 C -0.962
7 C -0.268
8 C -0.143
9 N -0.752
10 N -0.024
11 H 0.228
12 H 0.267
13 H 0.293
14 H 0.387
15 H 0.371
16 H 0.315
17 H 0.292

=====

two | Below is a single C5H8N4 molecule, with properties calculated with ωB97M-V/def2-TZVPD.

The geometry in ORCA input format:
```
! wB97M-V def2-TZVPD RIJCOSX def2/J DEFGRID3
* xyz 0 1
C 0.969 2.040 -0.750
N -0.015 1.734 -0.030
N -0.221 0.399 0.472
C -1.703 0.360 0.652
C -2.137 -0.616 -0.437
C -1.008 -1.459 -0.505
C 0.244 -0.831 -0.202
N 1.409 -1.445 -0.307
N 2.493 -0.712 0.298
H 0.870 3.233 -1.100
H 2.059 1.300 -0.626
H -1.838 0.055 1.739
H -1.920 1.516 0.729
H -3.241 -1.026 -0.909
H -1.268 -2.654 -0.708
H 3.337 -1.328 0.498
H 1.969 -0.566 1.186
*
```

Lowest unoccupied orbital energy: 0.14 eV
Gap between HOMO and LUMO: 8.488 eV
HOMO level: -8.3 eV
SMILES: C=NN1CC=C/C1=N/N

Per-atom Mulliken charges, elementary charge units:
1 C -0.338
2 N -0.515
3 N 0.258
4 C -0.494
5 C -0.255
6 C -0.162
7 C 0.331
8 N -0.460
9 N -0.476
10 H 0.251
11 H 0.250
12 H 0.249
13 H 0.340
14 H 0.245
15 H 0.231
16 H 0.278
17 H 0.266

=====

three | Below is a single C5H8N4 molecule, with properties calculated with ωB97M-V/def2-TZVPD.

The geometry in ORCA input format:
```
! wB97M-V def2-TZVPD RIJCOSX def2/J DEFGRID3
* xyz 0 1
C -0.731 -1.233 -0.560
C 0.318 -0.155 -0.145
C -0.433 1.134 0.267
C 1.161 -0.386 1.034
C 2.406 0.359 1.263
N 3.242 -0.279 2.098
N 2.925 -1.330 2.855
N 1.578 -1.536 3.042
N 0.827 -1.272 2.063
H -0.288 -2.183 -0.989
H -1.375 -0.587 -1.190
H -1.427 -1.562 0.347
H 1.014 0.098 -0.979
H -1.009 1.347 -0.602
H 0.189 1.918 0.704
H -1.130 0.807 1.091
H 2.590 1.315 0.824
*
```

Lowest unoccupied orbital energy: -0.34 eV
Gap between HOMO and LUMO: 9.061 eV
HOMO level: -9.4 eV
SMILES: CC(C)c1cnnnn1

Per-atom Mulliken charges, elementary charge units:
1 C -1.121
2 C 0.325
3 C -1.279
4 C 0.263
5 C -0.058
6 N -0.215
7 N -0.268
8 N -0.475
9 N 0.056
10 H 0.343
11 H 0.322
12 H 0.256
13 H 0.321
14 H 0.386
15 H 0.381
16 H 0.311
17 H 0.451

=====

four | Below is a molecular structure, C5H8N4, with properties calculated with ωB97M-V/def2-TZVPD.

The geometry in ORCA input format:
```
! wB97M-V def2-TZVPD RIJCOSX def2/J DEFGRID3
* xyz 0 1
C -2.612 0.377 0.163
C -0.013 -0.382 -0.214
C 0.854 -1.356 0.000
C 2.285 -0.802 0.204
C 0.789 1.026 -0.257
H -3.787 -1.168 -0.551
H -2.467 1.611 0.757
H -2.137 -1.419 -0.875
H 0.705 -2.346 0.155
H 2.459 -0.629 1.480
H 3.273 -1.248 -0.226
H 2.785 1.187 -0.059
H 0.856 2.894 0.114
N -3.793 0.018 0.162
N -1.483 -0.472 -0.478
N 2.096 0.569 -0.257
N 0.189 2.141 -0.119
*
```

Lowest unoccupied orbital energy: 0.59 eV
Gap between HOMO and LUMO: 9.299 eV
HOMO level: -8.7 eV

Per-atom Mulliken charges, elementary charge units:
1 C 0.214
2 C 0.330
3 C -0.893
4 C -0.242
5 C 0.276
6 H 0.202
7 H 0.267
8 H 0.227
9 H 0.503
10 H 0.171
11 H 0.264
12 H 0.201
13 H 0.201
14 N -0.548
15 N -0.339
16 N -0.211
17 N -0.623

=====

Quick one: least stable of them? two

=====

one | Below is a single C5H8N4 molecule, with properties calculated with ωB97M-V/def2-TZVPD.

The geometry in ORCA input format:
```
! wB97M-V def2-TZVPD RIJCOSX def2/J DEFGRID3
* xyz 0 1
C -2.213 1.504 -0.192
N -2.102 0.239 0.511
C -1.152 -0.534 0.402
N -0.990 -1.647 1.256
C 0.252 -1.985 1.030
C 1.121 -1.094 0.179
N 2.524 -0.883 -0.118
C 0.170 -0.158 -0.298
N 0.574 0.932 -0.929
H -2.076 1.286 -1.301
H -1.437 2.255 0.203
H -3.226 2.170 -0.015
H 0.480 -2.865 1.553
H 3.090 -0.139 0.591
H 3.344 -1.653 -0.305
H 1.709 1.067 -0.881
H -0.068 1.507 -1.684
*
```

Lowest unoccupied orbital energy: 0.20 eV
Gap between HOMO and LUMO: 7.941 eV
HOMO level: -7.7 eV
SMILES: C/N=C1/N=CC(N)=C1N

Per-atom Mulliken charges, elementary charge units:
1 C -0.783
2 N -0.427
3 C 0.353
4 N -0.659
5 C -0.168
6 C 0.015
7 N -0.704
8 C 0.447
9 N -0.428
10 H 0.254
11 H 0.304
12 H 0.222
13 H 0.521
14 H 0.251
15 H 0.275
16 H 0.273
17 H 0.255

=====

two | Below is a molecular structure, C5H8N4, with properties calculated with ωB97M-V/def2-TZVPD.

The geometry in ORCA input format:
```
! wB97M-V def2-TZVPD RIJCOSX def2/J DEFGRID3
* xyz 0 1
C -2.026 1.119 0.573
C -0.691 0.527 0.213
C 0.414 0.317 1.065
C 0.948 1.298 2.207
C 0.530 -1.769 -1.336
H -2.179 1.734 1.611
H -2.838 0.371 0.339
H -2.421 1.780 -0.181
H 0.305 2.563 2.458
H 1.820 1.858 1.471
H 1.306 0.621 3.199
H 0.750 -2.890 -1.333
H -1.838 0.091 -1.344
N 1.439 -0.026 0.017
N 1.604 -1.009 -0.741
N -0.692 -1.190 -1.429
N -0.917 0.071 -1.070
*
```

Lowest unoccupied orbital energy: -0.41 eV
Gap between HOMO and LUMO: 7.573 eV
HOMO level: -8.0 eV

Per-atom Mulliken charges, elementary charge units:
1 C -1.422
2 C 0.613
3 C 0.141
4 C -0.785
5 C 0.085
6 H 0.266
7 H 0.357
8 H 0.451
9 H 0.261
10 H 0.271
11 H 0.238
12 H 0.319
13 H 0.406
14 N -0.105
15 N -0.336
16 N -0.699
17 N -0.059

=====

Quick one: least stable of them? two

=====

one | Below is a single C4H7NOS2 molecule, with properties calculated with ωB97M-V/def2-TZVPD.

The geometry in ORCA input format:
```
! wB97M-V def2-TZVPD RIJCOSX def2/J DEFGRID3
* xyz 0 1
C -1.093 -2.272 1.629
O -0.259 -1.409 0.689
C -0.831 -0.705 -0.272
S -2.329 -1.155 -0.708
N 0.043 0.196 -0.845
C 1.295 0.762 -0.476
C 1.162 2.455 -1.099
S 2.508 0.280 0.516
H -0.350 -2.879 2.303
H -1.831 -2.941 0.917
H -1.721 -1.636 2.454
H -0.399 0.729 -1.507
H 0.504 2.779 -1.792
H 1.254 3.161 -0.034
H 2.047 2.635 -1.776
*
```

Lowest unoccupied orbital energy: -0.50 eV
Gap between HOMO and LUMO: 8.403 eV
HOMO level: -8.9 eV
SMILES: COC(=S)NC(C)=S

Per-atom Mulliken charges, elementary charge units:
1 C -0.604
2 O -0.266
3 C 0.448
4 S -0.416
5 N -0.177
6 C 0.243
7 C -1.011
8 S -0.212
9 H 0.217
10 H 0.292
11 H 0.264
12 H 0.259
13 H 0.425
14 H 0.223
15 H 0.316

=====

two | Below is a single C4H7NOS2 molecule, with properties calculated with ωB97M-V/def2-TZVPD.

The geometry in ORCA input format:
```
! wB97M-V def2-TZVPD RIJCOSX def2/J DEFGRID3
* xyz 0 1
S -2.595 -0.548 -0.394
C -1.024 0.382 -0.682
C -0.157 0.522 0.552
C 0.313 -0.856 1.109
S 1.235 -1.719 -0.212
C 1.992 -0.286 -0.835
N 1.914 0.957 -0.623
O 0.919 1.397 0.345
H -3.269 0.500 0.097
H -1.281 1.384 -1.116
H -0.507 -0.260 -1.410
H -0.680 1.032 1.392
H -0.572 -1.457 1.396
H 0.920 -0.669 1.960
H 2.792 -0.378 -1.578
*
```

Lowest unoccupied orbital energy: 0.62 eV
Gap between HOMO and LUMO: 9.835 eV
HOMO level: -9.2 eV
SMILES: SC[C@H]1CSC=NO1

Per-atom Mulliken charges, elementary charge units:
1 S -0.204
2 C -0.676
3 C -0.057
4 C -0.725
5 S -0.099
6 C -0.081
7 N -0.340
8 O -0.251
9 H 0.128
10 H 0.357
11 H 0.259
12 H 0.454
13 H 0.439
14 H 0.392
15 H 0.405

=====

Quick one: least stable of them? one